# H10NO3

A 4-piece molecular cluster, H10NO3 overall in a non-equilibrium geometry (ωB97M-V with the def2-TZVPD basis set, the Open Molecules 2025 dataset).

XYZ file:
```
14
H10NO3 | the Open Molecules 2025 dataset | ωB97M-V with the def2-TZVPD basis set
O 1.246 -1.735 1.036
O -0.609 2.436 1.103
O -1.261 0.382 -0.166
N 0.388 -0.770 -1.468
H -0.034 2.648 1.851
H 0.740 -2.554 1.397
H -1.303 1.165 0.583
H 0.511 -1.424 -0.512
H 0.986 -0.953 -2.272
H -2.217 0.551 -0.617
H -0.602 -0.992 -1.556
H -0.542 3.104 0.458
H 0.527 0.171 -1.029
H 2.172 -2.028 1.193
```

Results
Highest occupied orbital energy in eV: -14.980
2S+1: 1
Electronic energy in Eh: -286.200635
LUMO in eV: -3.297
Charge: +1



# H10NO3

A 4-piece molecular cluster, H10NO3 overall in a non-equilibrium geometry (ωB97M-V with the def2-TZVPD basis set, the Open Molecules 2025 dataset).

XYZ file:
```
14
H10NO3 | the Open Molecules 2025 dataset | ωB97M-V with the def2-TZVPD basis set
O 0.635 -0.287 -2.352
O -1.502 -2.236 1.137
O 1.638 1.963 1.143
N -0.631 0.309 0.197
H -1.582 0.692 -0.206
H 2.397 2.241 1.662
H -1.850 -3.087 0.625
H 1.596 -0.093 -2.402
H -0.076 1.164 0.515
H -0.579 -0.503 0.789
H -0.214 -0.142 -0.664
H -1.521 -2.522 2.033
H 1.388 2.829 0.771
H 0.301 -0.327 -3.248
```

Results
Highest occupied orbital energy in eV: -15.765
2S+1: 1
Electronic energy in Eh: -286.230428
LUMO in eV: -3.239
Charge: +1



# H10O5

A 5-piece molecular cluster, H10O5 overall in a non-equilibrium geometry (ωB97M-V with the def2-TZVPD basis set, the Open Molecules 2025 dataset).

XYZ file:
```
15
H10O5 | the Open Molecules 2025 dataset | ωB97M-V with the def2-TZVPD basis set
O -1.293 -1.739 1.256
O -1.947 0.870 -2.098
O 0.196 -0.587 -1.281
O -0.232 1.240 0.967
O 2.392 0.423 -0.078
H 1.035 -0.492 -0.867
H -0.559 -1.206 0.975
H 0.676 1.257 0.659
H 2.397 -0.315 0.508
H 0.104 -1.502 -1.464
H -1.722 -1.311 2.013
H -1.161 0.684 -1.672
H -0.124 1.159 1.943
H -2.445 0.532 -1.438
H 2.683 0.987 0.578
```

Results
Highest occupied orbital energy in eV: -10.421
2S+1: 1
Electronic energy in Eh: -382.153045
LUMO in eV: -0.243



# H10O5

A 5-piece molecular cluster, H10O5 overall in a non-equilibrium geometry (ωB97M-V with the def2-TZVPD basis set, the Open Molecules 2025 dataset).

XYZ file:
```
15
H10O5 | the Open Molecules 2025 dataset | ωB97M-V with the def2-TZVPD basis set
O 11.787 17.506 4.061
O 8.600 16.773 6.068
O 10.628 19.008 5.942
O 7.833 20.134 5.220
O 8.636 18.703 3.310
H 9.820 18.529 5.917
H 8.999 19.318 2.644
H 7.088 20.621 4.857
H 9.068 16.652 6.887
H 11.297 16.721 4.326
H 11.462 18.148 4.718
H 9.175 16.264 5.447
H 8.433 19.248 4.062
H 7.416 19.810 6.012
H 10.439 19.957 5.759
```

Results
Highest occupied orbital energy in eV: -10.256
2S+1: 1
Electronic energy in Eh: -382.177620
LUMO in eV: 0.165



# H10O5

A 5-piece molecular cluster, H10O5 overall (ωB97M-V with the def2-TZVPD basis set, the Open Molecules 2025 dataset).

XYZ file:
```
15
H10O5 | the Open Molecules 2025 dataset | ωB97M-V with the def2-TZVPD basis set
O -0.624 -0.382 -0.359
O -1.045 1.750 -2.888
O -3.315 -1.124 -1.006
O 2.536 -1.003 1.117
O 1.896 0.534 3.344
H 3.335 -1.239 1.588
H -3.168 -2.057 -0.852
H -2.437 -0.741 -1.016
H -0.180 0.005 0.395
H 2.754 -1.135 0.194
H 1.001 0.365 3.639
H -0.492 0.249 -1.066
H -1.470 2.407 -3.439
H 1.942 0.132 2.476
H -0.732 2.239 -2.128
```

Results
Highest occupied orbital energy in eV: -10.703
2S+1: 1
Electronic energy in Eh: -382.182554
LUMO in eV: 0.261



# H10O5

A 5-piece molecular cluster, H10O5 overall in a non-equilibrium geometry (ωB97M-V with the def2-TZVPD basis set, the Open Molecules 2025 dataset).

XYZ file:
```
15
H10O5 | the Open Molecules 2025 dataset | ωB97M-V with the def2-TZVPD basis set
O -2.728 -0.730 0.883
O 0.001 -2.547 -0.580
O 1.611 3.248 0.602
O -1.713 1.047 1.106
O 2.805 -0.399 -1.829
H 1.836 -0.690 -1.785
H -3.429 -0.034 1.066
H 3.266 -1.254 -1.903
H 2.548 2.941 0.345
H -0.820 1.227 1.231
H -3.332 -1.407 0.772
H -1.971 0.807 2.027
H -0.018 -2.909 -1.550
H 0.729 -3.044 -0.280
H 1.215 3.744 -0.103
```

Results
Highest occupied orbital energy in eV: -10.109
2S+1: 1
Electronic energy in Eh: -382.112572
LUMO in eV: 0.437



# H10O5

A 5-piece molecular cluster, H10O5 overall in a non-equilibrium geometry (ωB97M-V with the def2-TZVPD basis set, the Open Molecules 2025 dataset).

XYZ file:
```
15
H10O5 | the Open Molecules 2025 dataset | ωB97M-V with the def2-TZVPD basis set
O 1.091 -1.267 -0.228
O 2.901 0.828 1.079
O -1.923 0.094 1.718
O -0.086 1.103 0.129
O -1.828 0.215 -2.078
H 3.317 0.545 0.276
H -2.213 -0.039 -1.300
H -1.971 -0.832 1.798
H 1.349 -1.894 0.434
H -1.132 0.397 1.281
H 2.540 1.645 0.773
H 0.443 0.271 0.193
H 0.397 -1.688 -0.698
H -2.326 -0.209 -2.787
H -0.559 0.831 -0.590
```

Results
Highest occupied orbital energy in eV: -10.810
2S+1: 1
Electronic energy in Eh: -382.171534
LUMO in eV: 0.168



# H10O5

A 5-piece molecular cluster, H10O5 overall (ωB97M-V with the def2-TZVPD basis set, the Open Molecules 2025 dataset).

XYZ file:
```
15
H10O5 | the Open Molecules 2025 dataset | ωB97M-V with the def2-TZVPD basis set
O -3.839 4.654 1.748
O 0.544 -4.595 -1.138
O 3.504 -1.096 0.640
O -0.583 0.018 -4.765
O 0.220 1.057 3.234
H 4.214 -0.735 1.182
H 3.718 -0.799 -0.250
H -3.798 5.374 2.391
H 0.611 -4.102 -0.314
H -3.195 4.931 1.086
H -0.146 0.553 3.976
H 0.206 -5.463 -0.879
H -1.137 0.379 -5.463
H 0.839 0.418 2.840
H -1.158 -0.593 -4.288
```

Results
Highest occupied orbital energy in eV: -11.434
2S+1: 1
Electronic energy in Eh: -382.169840
LUMO in eV: 0.642



# H10O5

A 5-piece molecular cluster, H10O5 overall in a non-equilibrium geometry (ωB97M-V with the def2-TZVPD basis set, the Open Molecules 2025 dataset).

XYZ file:
```
15
H10O5 | the Open Molecules 2025 dataset | ωB97M-V with the def2-TZVPD basis set
O 0.255 -0.789 1.596
O -0.631 2.459 0.678
O -1.218 1.359 -1.123
O 3.948 -0.625 -0.571
O -2.123 -2.398 -0.305
H 3.958 -0.852 0.401
H -0.590 -0.952 2.023
H -1.953 -2.961 -1.139
H 3.131 -0.223 -0.884
H -0.061 -0.428 0.672
H -0.407 3.288 0.985
H -2.747 -2.841 0.220
H -0.610 0.696 -1.460
H -1.244 2.153 -1.799
H 0.292 2.114 0.707
```

Results
Highest occupied orbital energy in eV: -10.126
2S+1: 1
Electronic energy in Eh: -382.119645
LUMO in eV: 0.290



# H10O5

A 5-piece molecular cluster, H10O5 overall (ωB97M-V with the def2-TZVPD basis set, the Open Molecules 2025 dataset).

XYZ file:
```
15
H10O5 | the Open Molecules 2025 dataset | ωB97M-V with the def2-TZVPD basis set
O -18.309 -5.106 -4.539
O -16.856 -4.891 -1.908
O -21.676 -4.514 0.014
O -23.282 -5.802 -1.997
O -19.883 -4.377 -2.237
H -22.748 -5.095 -1.634
H -19.018 -4.236 -1.853
H -22.425 -5.025 0.320
H -16.381 -5.248 -1.158
H -16.208 -4.867 -2.612
H -18.729 -4.788 -3.740
H -21.821 -3.638 0.371
H -17.373 -4.969 -4.389
H -24.106 -5.754 -1.512
H -20.490 -4.279 -1.504
```

Results
Highest occupied orbital energy in eV: -10.555
2S+1: 1
Electronic energy in Eh: -382.178888
LUMO in eV: 0.210



For the records above, the corresponding gap between HOMO and LUMO values read 0.42933, 0.46034, 0.37406, 0.38294, 0.40291, 0.38757, 0.40344, 0.44380, 0.38280, 0.39559 Ha.
For the records above, the corresponding ΔE to the lowest compared entry with this formula, charge and spin values read 1.7622, 0.9515, 1.9355, 1.2668, 1.1325, 3.0368, 1.4324, 1.4785, 2.8444, 1.2323 eV.